# 1
The following is a DFT calculation (ωB97M-V/def2-TZVPD) of C12H23N3PS3Sr as an isolated structure.

The geometry in ORCA input format:
```
! wB97M-V def2-TZVPD RIJCOSX def2/J DEFGRID3
* xyz -1 1
Sr -0.279 0.276 1.934
C -3.562 -2.166 0.143
C -2.414 -2.964 -0.326
S -0.767 -2.344 0.213
C -0.585 -0.909 -0.883
C -1.698 0.142 -0.747
S -0.983 1.808 -0.601
C -2.451 2.773 -0.115
C -3.465 2.079 0.787
S -2.849 1.505 2.396
H -3.711 -1.981 1.198
H -4.198 -1.659 -0.567
H -2.380 -3.030 -1.413
H -2.431 -3.981 0.077
H -0.523 -1.264 -1.907
H 0.404 -0.498 -0.648
H -2.297 -0.033 0.153
H -2.359 0.083 -1.611
H -2.937 3.106 -1.036
H -2.042 3.648 0.392
H -3.927 1.252 0.241
H -4.266 2.801 0.965
C 3.097 1.662 0.297
P 2.779 -0.074 0.788
C 3.564 -0.958 -0.608
C 4.014 -0.316 2.115
H 4.162 1.839 0.124
H 2.751 2.343 1.078
H 2.548 1.860 -0.625
H 4.607 -0.653 -0.722
H 3.021 -0.718 -1.524
H 3.522 -2.034 -0.433
H 5.006 0.006 1.791
H 4.049 -1.371 2.390
H 3.704 0.243 2.998
C 1.028 -0.243 4.107
H 1.893 -0.929 4.101
H 0.852 -0.015 5.168
N 1.683 0.766 -2.930
C 0.807 0.639 -3.689
N -0.171 0.574 -4.556
C -1.147 -0.274 -4.342
N -2.051 -0.990 -4.170
*
```

Calculated values
LUMO (alpha / beta)	2.5 / 2.0	eV
M	424.13	g/mol
orbital gap (alpha / beta)	7.54 / 6.48	eV
strongest force on any atom	0.57	eV/Å
E_tot	-2201.8830	a.u.
ΔE to the lowest compared entry with this formula, charge and spin	9.5	kcal/mol

---

# 2
The following is a DFT calculation (ωB97M-V/def2-TZVPD) of C12H23O11PS2 as an isolated structure.

The geometry in ORCA input format:
```
! wB97M-V def2-TZVPD RIJCOSX def2/J DEFGRID3
* xyz 0 1
C -1.658 0.724 -4.627
C -2.780 1.336 -3.723
O -3.960 0.544 -3.627
C -3.800 -0.550 -2.731
C -4.572 -0.399 -1.385
O -4.116 0.675 -0.541
O -2.715 0.606 -0.517
S -2.102 1.109 0.978
O -2.651 0.290 2.079
O -0.472 0.599 0.831
P -0.287 -0.522 -0.478
S 1.464 -1.393 -0.471
H -0.796 1.443 -4.630
H -1.964 0.601 -5.692
H -1.230 -0.227 -4.218
H -2.346 1.622 -2.733
H -3.091 2.299 -4.202
H -4.237 -1.449 -3.242
H -2.713 -0.776 -2.611
H -4.494 -1.370 -0.836
H -5.656 -0.204 -1.563
H -1.267 -1.562 -0.385
H -0.467 0.112 -1.743
C 1.302 -3.112 5.757
C 1.357 -3.129 4.246
C 0.776 -1.899 3.606
O 0.368 -2.391 2.331
C 0.080 -3.707 2.497
O -0.488 -4.378 1.697
O 0.523 -4.157 3.703
H 0.269 -3.067 6.109
H 1.734 -4.027 6.164
H 1.850 -2.258 6.158
H 2.381 -3.311 3.907
H 1.505 -1.096 3.500
H -0.107 -1.515 4.127
C 4.402 3.478 0.486
C 3.562 3.139 -0.724
C 2.297 2.398 -0.393
O 2.047 1.678 -1.600
C 3.260 1.458 -2.176
O 3.450 0.711 -3.078
O 4.227 2.205 -1.578
H 4.728 2.572 1.001
H 5.305 4.012 0.187
H 3.844 4.102 1.186
H 3.356 4.044 -1.307
H 1.468 3.067 -0.158
H 2.417 1.677 0.421
*
```

Calculated values
LUMO	0.1	eV
M	438.41	g/mol
orbital gap	8.79	eV
strongest force on any atom	3.77	eV/Å
E_tot	-2436.2840	a.u.